The following is a quantum chemistry calculation of the ion C3H5BrClN4 with charge +1, from the OMol25 dataset.

XYZ file:
```
14
Properties=species:S:1:pos:R:3
C -1.694 0.067 -1.242
C -1.748 -0.458 0.068
C 0.493 -0.264 0.296
N -0.567 0.474 -1.749
N -0.678 -0.493 0.848
N 0.522 0.351 -0.958
N 1.515 0.492 1.231
Cl -3.260 -0.723 0.682
Br 1.615 -2.199 0.059
H -2.491 0.243 -1.908
H 1.218 0.869 -1.447
H 1.543 -0.157 1.997
H 1.055 1.357 1.321
H 2.478 0.442 0.800
```

Summary:
- Energy relative to the best compared isomer or geometry (same formula, charge and spin): 31.8 kJ/mol
- Max |F|: 0.0848 hartree/bohr
- Net charge: +1
- <S²>: 2.0258
- HOMO-LUMO gap (spin up / spin down): 6.52 / 6.01 eV
- HOMO (spin up / spin down): -11.103 / -14.172 eV
- 2S+1: 3
- LUMO level (spin up / spin down): -4.59 / -8.17 eV

And the Mulliken charges, in e, turn out to be: -0.176 0.367 0.254 -0.776 -0.456 0.315 -0.259 -0.127 -0.042 0.503 0.253 0.395 0.344 0.405